No. 1
Below is a molecular structure, C45H63CsIN9O2S in a non-equilibrium geometry, with properties calculated with wB97M-V/def2-TZVPD.

The geometry in XYZ format:
```
122
Properties=species:S:1:pos:R:3
Cs -0.380 -0.292 -0.824
C -1.011 -6.586 -1.504
C -0.542 -5.401 -2.353
C 0.190 -4.373 -1.550
C 1.528 -4.175 -1.447
C 2.637 -4.922 -2.119
C 3.268 -5.984 -1.213
C 1.703 -3.074 -0.488
C 2.930 -2.571 -0.074
C 3.170 -1.593 0.908
C 4.487 -1.317 1.475
C 5.777 -1.946 1.051
C 5.991 -3.331 1.668
C 4.281 -0.433 2.489
C 2.846 -0.166 2.506
C 2.192 0.603 3.474
C 0.816 0.775 3.643
N -0.132 0.401 2.749
C -1.325 0.592 3.346
C -2.568 0.200 2.815
C -2.800 -0.712 1.791
N -1.843 -1.402 1.135
C -2.469 -2.266 0.317
C -1.820 -3.191 -0.516
C -0.436 -3.386 -0.659
N 0.501 -2.643 -0.050
C -3.929 -2.109 0.422
C -4.135 -1.137 1.342
C -5.433 -0.587 1.840
C -5.900 -1.250 3.140
C -4.943 -2.898 -0.343
C -5.182 -4.290 0.250
C -1.150 1.195 4.663
C 0.197 1.307 4.850
C 0.925 1.762 6.077
C 1.392 0.600 6.960
C -2.248 1.486 5.639
C -2.728 0.234 6.381
N 2.221 -0.850 1.515
C 5.305 0.209 3.372
C 5.704 1.601 2.875
H -1.567 -7.315 -2.100
H -0.156 -7.091 -1.050
H -1.654 -6.242 -0.692
H 0.099 -5.764 -3.161
H -1.411 -4.941 -2.835
H 2.262 -5.399 -3.029
H 3.407 -4.215 -2.441
H 2.526 -6.731 -0.925
H 4.097 -6.494 -1.710
H 3.645 -5.528 -0.296
H 3.811 -3.024 -0.519
H 5.807 -2.024 -0.040
H 6.610 -1.293 1.329
H 5.169 -3.999 1.402
H 6.927 -3.784 1.329
H 6.015 -3.263 2.758
H 2.825 1.035 4.245
H -3.448 0.580 3.325
H -2.461 -3.836 -1.110
H -5.332 0.490 1.997
H -6.202 -0.708 1.072
H -5.147 -1.134 3.922
H -6.837 -0.817 3.498
H -6.051 -2.322 2.991
H -5.888 -2.347 -0.372
H -4.618 -2.998 -1.383
H -5.554 -4.210 1.274
H -5.909 -4.858 -0.337
H -4.251 -4.857 0.286
H 1.794 2.362 5.788
H 0.279 2.422 6.663
H 2.035 -0.074 6.393
H 1.946 0.957 7.833
H 0.537 0.018 7.310
H -1.907 2.229 6.367
H -3.098 1.937 5.117
H -1.914 -0.198 6.967
H -3.558 0.459 7.056
H -3.055 -0.525 5.669
H 4.918 0.288 4.393
H 6.193 -0.428 3.433
H 4.832 2.256 2.840
H 6.461 2.058 3.519
H 6.098 1.544 1.859
O 3.142 1.424 -0.240
H 2.324 1.928 -0.437
H 2.855 0.764 0.423
I -3.031 1.975 -1.974
N 4.103 0.193 -2.382
C 4.521 -0.291 -3.350
H 3.712 0.673 -1.509
C -2.135 1.279 -5.621
N -0.925 0.862 -4.938
C 0.009 1.928 -4.613
C -0.858 -0.294 -4.225
C -2.003 -1.271 -4.363
O 0.091 -0.552 -3.495
H -1.867 2.052 -6.344
H -2.866 1.690 -4.916
H -2.581 0.451 -6.169
H 0.329 2.424 -5.533
H 0.874 1.507 -4.110
H -0.465 2.653 -3.945
H -2.183 -1.541 -5.405
H -2.912 -0.826 -3.951
H -1.744 -2.161 -3.792
C -0.962 6.397 -3.125
C 0.445 6.055 -2.635
C 0.440 4.992 -1.585
N 1.062 3.877 -1.698
N 0.851 3.015 -0.653
C 0.074 3.518 0.270
N -0.288 2.897 1.395
S -0.477 5.125 -0.109
H -0.922 7.128 -3.935
H -1.570 6.817 -2.322
H -1.470 5.501 -3.483
H 0.944 6.953 -2.258
H 1.051 5.664 -3.453
H -0.096 1.906 1.591
H -0.976 3.317 1.993
```

Calculated values
Total charge ... -2
Lowest unoccupied orbital energy ... 3.790 eV
Orbital gap ... 5.1 eV

No. 2
Below is 2 unconnected molecules or ions with the total composition C2H3FS in a non-equilibrium geometry, with properties calculated with wB97M-V/def2-TZVPD.

The geometry in XYZ format:
```
7
Properties=species:S:1:pos:R:3
C -0.751 -0.282 0.473
C 0.562 -0.100 -0.171
F 1.739 0.057 0.369
S -0.191 -1.621 -0.681
H -0.738 -0.479 1.451
H -1.579 0.219 -0.029
H 0.959 2.206 -1.411
```

Calculated values
Total charge ... 0
Lowest unoccupied orbital energy (spin up / spin down) ... -0.321 / -0.285 eV
Orbital gap (spin up / spin down) ... 9.5 / 8.2 eV

No. 3
Below is 2 unconnected molecules or ions with the total composition C2H8NO2, with properties calculated with wB97M-V/def2-TZVPD.

The geometry in XYZ format:
```
13
Properties=species:S:1:pos:R:3
C -0.790 1.318 1.658
N -1.257 0.218 0.750
H -1.568 1.546 2.378
H 0.104 0.986 2.177
H -0.553 2.191 1.059
H -0.453 -0.338 0.406
H -1.657 0.575 -0.121
H -1.976 -0.371 1.166
O 0.439 -0.505 -1.164
C 1.299 -1.207 -1.643
O 2.205 -0.716 -2.468
H 1.390 -2.283 -1.442
H 2.816 -1.413 -2.756
```

Calculated values
Total charge ... +1
Lowest unoccupied orbital energy ... -3.278 eV
Orbital gap ... 12.1 eV

No. 4
Below is 2 unconnected molecules or ions with the total composition CH2OS3, with properties calculated with wB97M-V/def2-TZVPD.

The geometry in XYZ format:
```
7
Properties=species:S:1:pos:R:3
C -0.188 0.809 0.155
O 0.065 -1.853 0.464
S 0.895 -1.031 -2.207
S 1.458 0.803 0.745
S 0.406 -0.736 -0.370
H -2.013 0.400 1.624
H -0.623 1.608 -0.412
```

Calculated values
Total charge ... 0
Lowest unoccupied orbital energy (spin up / spin down) ... -1.200 / -1.584 eV
Orbital gap (spin up / spin down) ... 7.9 / 8.3 eV

No. 5
Below is 4 unconnected molecules or ions with the total composition CH10N2O3, with properties calculated with wB97M-V/def2-TZVPD.

The geometry in XYZ format:
```
16
Properties=species:S:1:pos:R:3
H -1.765 1.182 -2.529
N -1.132 0.617 -1.971
C -0.250 1.410 -1.478
N 0.838 1.010 -0.771
H -0.305 2.489 -1.621
H 1.184 1.639 -0.065
H 0.847 0.048 -0.471
O -0.246 -1.257 1.945
H -0.374 -1.495 1.009
H -1.085 -1.465 2.367
O -0.826 -1.899 -0.706
H -0.871 -1.074 -1.253
H -1.253 -2.575 -1.236
O 1.898 0.565 1.910
H 2.298 0.678 2.780
H 1.042 0.127 2.091
```

Calculated values
SMILES ... [H]/N=C/N.O.O.O
Total charge ... 0
Lowest unoccupied orbital energy ... 0.909 eV
Orbital gap ... 10.6 eV

No. 6
Below is 2 unconnected molecules or ions with the total composition C16H17N in a non-equilibrium geometry, with properties calculated with wB97M-V/def2-TZVPD.

The geometry in XYZ format:
```
34
Properties=species:S:1:pos:R:3
C -2.627 2.471 -1.670
C -2.977 1.573 -0.558
C -4.238 1.285 -0.030
N -4.146 0.510 1.137
C -2.868 0.473 1.540
C -2.184 0.030 2.650
C -0.936 0.477 2.845
C -0.175 1.311 1.957
C -0.819 1.628 0.751
C -2.118 1.173 0.448
H -1.604 2.947 -1.799
H -3.192 3.487 -1.745
H -3.245 2.057 -2.478
H -5.213 1.639 -0.487
H -4.759 -0.302 1.191
H -2.740 -0.759 3.144
H -0.212 -0.007 3.500
H 0.819 1.740 2.084
H -0.182 2.320 0.073
C 2.121 -3.257 0.379
C 2.597 -2.043 -0.337
C 2.114 -1.909 -1.628
C 2.751 -1.066 -2.460
C 3.752 -0.211 -2.099
C 4.140 -0.145 -0.758
C 3.611 -1.114 0.095
H 1.208 -3.461 -0.135
H 1.672 -3.155 1.506
H 2.971 -4.041 0.465
H 1.258 -2.553 -1.901
H 2.271 -1.040 -3.453
H 4.222 0.443 -2.863
H 4.796 0.646 -0.393
H 3.932 -1.145 1.032
```

Calculated values
SMILES ... Cc1c[nH]c2ccccc12.Cc1ccccc1
Total charge ... 0
Lowest unoccupied orbital energy ... 0.836 eV
Orbital gap ... 8.6 eV

No. 7
Below is 2 unconnected molecules or ions with the total composition C6H12N2 in a non-equilibrium geometry, with properties calculated with wB97M-V/def2-TZVPD.

The geometry in XYZ format:
```
20
Properties=species:S:1:pos:R:3
C -0.410 0.429 1.908
C 0.460 0.632 0.770
C 0.612 1.991 0.135
N 1.764 1.864 -0.670
C 2.273 0.597 -0.492
N 1.459 -0.192 0.296
H -1.047 1.214 2.310
H 0.282 0.303 2.774
H -1.231 -0.406 1.783
H -0.012 2.791 0.191
H 2.097 2.655 -1.275
H 3.317 0.270 -0.707
C -2.872 -2.232 -0.307
C -1.973 -2.272 -1.503
H -2.525 -1.751 0.587
H -3.647 -1.600 -0.585
H -3.236 -3.263 0.114
H -1.138 -2.843 -1.418
H -1.725 -1.279 -1.758
H -2.232 -2.656 -2.460
```

Calculated values
SMILES ... Cc1c[nH]cn1.CC
Total charge ... 0
Lowest unoccupied orbital energy ... 0.872 eV
Orbital gap ... 9.0 eV

No. 8
Below is C8H14N2O2S in the gas phase in a non-equilibrium geometry, with properties calculated with wB97M-V/def2-TZVPD.

The geometry in XYZ format:
```
27
Properties=species:S:1:pos:R:3
C 2.020 -0.606 -0.571
N 1.013 0.420 -0.475
C -0.480 -0.052 -0.015
C -1.338 1.155 -0.161
N -1.966 2.104 -0.271
C -0.764 -0.595 1.465
C -1.623 -1.823 1.250
C -1.025 -2.411 -0.043
C -0.964 -1.188 -0.946
S 1.457 1.832 0.247
C 0.829 3.069 -0.872
O 0.803 2.069 1.510
O 2.864 1.906 0.279
H 1.426 -1.643 -0.714
H 2.532 -0.379 -1.500
H 2.534 -0.760 0.446
H -1.263 0.179 2.030
H 0.262 -0.948 1.956
H -2.729 -1.544 0.897
H -1.655 -2.591 1.957
H 0.010 -2.707 0.144
H -1.729 -3.068 -0.522
H -0.259 -1.311 -1.765
H -2.024 -0.929 -1.202
H 0.429 2.512 -1.841
H 0.016 3.555 -0.413
H 1.624 3.755 -0.869
```

Calculated values
SMILES ... CN(C1(C#N)CCCC1)S(C)(=O)=O
Total charge ... 0
Lowest unoccupied orbital energy ... 0.612 eV
Orbital gap ... 10.8 eV

No. 9
Below is 2 unconnected molecules or ions with the total composition C5H13NO in a non-equilibrium geometry, with properties calculated with wB97M-V/def2-TZVPD.

The geometry in XYZ format:
```
20
Properties=species:S:1:pos:R:3
C -1.341 -0.145 0.797
C -1.158 -0.338 2.306
C -0.411 -0.971 -0.032
O 0.433 -1.745 0.305
N -0.576 -0.813 -1.479
H -2.311 -0.466 0.490
H -1.207 0.894 0.510
H -0.201 -0.784 2.550
H -0.239 -1.605 -2.029
H -1.392 -0.316 -1.833
H -2.002 -0.902 2.701
H -1.261 0.584 2.798
C 1.293 2.347 -0.388
C 1.586 1.175 -1.251
H 0.613 3.090 -0.822
H 0.895 2.107 0.601
H 2.157 2.987 -0.210
H 2.063 1.360 -2.208
H 0.709 0.469 -1.389
H 2.250 0.473 -0.715
```

Calculated values
Total charge ... +1
2S+1 ... 2
Lowest unoccupied orbital energy (spin up / spin down) ... -3.372 / -9.177 eV
Orbital gap (spin up / spin down) ... 12.6 / 6.5 eV
Expectation value of S² ... 0.76

No. 10
Below is 2 unconnected molecules or ions with the total composition C5H14OP in a non-equilibrium geometry, with properties calculated with wB97M-V/def2-TZVPD.

The geometry in XYZ format:
```
21
Properties=species:S:1:pos:R:3
C 2.134 -1.014 -0.401
C -1.753 -1.516 -1.200
C 0.767 2.850 1.105
C 0.986 -1.463 0.518
C -1.363 -0.005 -0.864
O -1.126 -0.617 1.794
P -0.264 -0.061 0.611
H 1.922 -0.626 -1.383
H 2.830 -0.347 0.218
H 2.737 -1.892 -0.468
H -2.516 -1.381 -2.058
H -0.974 -2.138 -1.682
H -2.185 -1.991 -0.277
H 1.771 2.422 1.028
H 0.295 2.696 1.996
H 0.171 2.925 0.192
H 1.285 -1.441 1.541
H 0.435 -2.240 -0.009
H -2.126 0.766 -0.601
H -0.770 0.408 -1.652
H -2.099 -0.470 1.920
```

Calculated values
Total charge ... +1
Lowest unoccupied orbital energy (spin up / spin down) ... -4.384 / -6.321 eV
Orbital gap (spin up / spin down) ... 9.2 / 6.9 eV

No. 11
Below is a molecular structure, C27H29ClPRe in a non-equilibrium geometry, with properties calculated with wB97M-V/def2-TZVPD.

The geometry in XYZ format:
```
59
Properties=species:S:1:pos:R:3
C -0.840 -1.457 3.239
C -0.810 -1.822 1.845
C 0.560 -2.113 1.503
H -1.678 -1.899 1.207
C 1.361 -1.859 2.680
C 0.509 -1.423 3.732
H 0.823 -1.214 4.739
H -1.748 -1.317 3.818
H 0.943 -2.444 0.551
H 2.431 -1.982 2.757
Re 0.337 -0.089 2.040
Cl 1.640 1.746 1.356
P 0.336 -0.137 -0.946
C 1.385 -1.202 -2.086
C 0.948 -1.813 -3.281
H -0.097 -1.772 -3.579
C 1.847 -2.506 -4.103
H 1.484 -2.984 -5.009
C 3.194 -2.615 -3.757
H 3.886 -3.174 -4.391
C 3.630 -2.000 -2.580
H 4.681 -2.078 -2.314
C 2.746 -1.313 -1.750
H 3.104 -0.856 -0.823
C -1.269 -0.548 -1.812
C -1.914 -1.734 -1.416
H -1.473 -2.357 -0.635
C -3.111 -2.127 -2.004
H -3.611 -3.031 -1.665
C -3.699 -1.370 -3.019
H -4.653 -1.670 -3.462
C -3.045 -0.216 -3.452
H -3.483 0.386 -4.242
C -1.846 0.200 -2.856
H -1.385 1.121 -3.205
C 0.653 1.441 -1.885
C 1.280 1.544 -3.144
H 1.707 0.674 -3.632
C 1.390 2.786 -3.785
H 1.895 2.849 -4.744
C 0.881 3.943 -3.197
H 0.977 4.910 -3.696
C 0.249 3.838 -1.955
H -0.157 4.737 -1.497
C 0.149 2.617 -1.302
H -0.295 2.567 -0.305
C -1.836 1.193 5.479
C -0.676 1.701 4.607
C 0.666 1.344 5.245
C -0.938 1.147 3.158
H -1.716 0.101 5.580
H -2.792 1.390 4.975
H -1.876 1.634 6.476
H -0.755 2.803 4.566
H 0.560 0.370 5.713
H 1.514 1.295 4.547
H 0.949 2.065 6.033
H -1.074 2.038 2.553
H -1.935 0.680 3.129
```

Calculated values
Total charge ... +1
2S+1 ... 4
Lowest unoccupied orbital energy (spin up / spin down) ... -3.789 / -5.390 eV
Orbital gap (spin up / spin down) ... 7.4 / 6.4 eV
Expectation value of S² ... 3.76

No. 12
Below is a molecular structure, C2H2F2FeLiO in a non-equilibrium geometry, with properties calculated with wB97M-V/def2-TZVPD.

The geometry in XYZ format:
```
9
Properties=species:S:1:pos:R:3
F 0.053 1.813 0.211
C -1.150 0.259 0.218
C -0.354 -0.587 -0.581
O 0.941 -0.838 -0.155
H -0.993 0.482 1.284
H -0.705 -0.887 -1.578
Fe 2.153 0.417 0.192
Li -0.739 -2.553 0.372
F -2.379 -0.410 0.328
```

Calculated values
Total charge ... +1
2S+1 ... 5
Lowest unoccupied orbital energy (spin up / spin down) ... -5.720 / -5.976 eV
Orbital gap (spin up / spin down) ... 6.4 / 6.1 eV
Expectation value of S² ... 6.06